(1)
The following is a quantum chemistry calculation of an isolated molecule of C8H15N, from the OMol25 dataset.

Computed properties:
Electronic energy ... -368.4816 Ha
Spin multiplicity ... 1
Energy above the lowest of the compared OMol25 structures with the same formula, charge and spin ... 57.2 kcal/mol
HOMO level ... -7.32 eV
Frontier orbital gap ... 8.219 eV
SMILES string ... C/N=C(\C)C(C)=C(C)C

Element x y z (Å)
C: -1.393 -0.622 2.205
C: 0.322 -2.407 0.597
C: 1.871 -0.385 -1.503
C: 0.701 2.382 -0.622
C: -1.527 1.204 -0.783
C: 0.199 -0.921 0.420
C: 0.641 -0.156 -0.680
C: -0.044 1.080 -0.545
N: -0.374 -0.097 1.308
H: -1.756 0.185 2.844
H: -0.971 -1.393 2.862
H: -2.253 -1.058 1.679
H: -0.663 -2.881 0.556
H: 0.929 -2.848 -0.195
H: 0.770 -2.650 1.565
H: 1.662 -0.290 -2.574
H: 2.280 -1.384 -1.337
H: 2.672 0.325 -1.264
H: 0.748 2.735 -1.659
H: 1.720 2.292 -0.244
H: 0.183 3.148 -0.039
H: -1.690 1.634 -1.780
H: -2.029 0.237 -0.757
H: -2.000 1.870 -0.056


(2)
The following is a quantum chemistry calculation of an isolated molecule of C4H9O2P at a distorted geometry, from the OMol25 dataset.

Computed properties:
Electronic energy ... -649.5167 Ha
Spin multiplicity ... 1
Energy above the lowest of the compared OMol25 structures with the same formula, charge and spin ... 109.9 kcal/mol
HOMO level ... -7.73 eV
Frontier orbital gap ... 8.067 eV
SMILES string ... C=[P@@H](C)OCC=O

Element x y z (Å)
C: -2.008 -0.412 1.147
C: 1.854 -0.382 0.979
C: 2.374 -0.156 -0.404
C: -0.853 0.329 -1.265
O: 0.491 -0.276 1.169
O: 3.478 -0.478 -0.823
P: -0.666 -0.845 0.201
H: -1.824 -0.419 2.209
H: -3.010 -0.621 0.912
H: 2.318 -1.357 1.261
H: 2.169 0.449 1.701
H: 1.467 0.259 -1.002
H: -0.092 -1.976 -0.468
H: -1.218 1.224 -0.675
H: 0.007 0.561 -1.963
H: -1.610 0.142 -1.930


(3)
The following is a quantum chemistry calculation of C24H21CrN4O5 as an isolated structure, from the OMol25 dataset.

Computed properties:
Electronic energy ... -2566.7012 Ha
Spin multiplicity ... 5
Energy above the lowest of the compared OMol25 structures with the same formula, charge and spin ... 217.9 kcal/mol
HOMO level (alpha / beta) ... -2.06 / -3.50 eV
⟨S²⟩ ... 6.117
Frontier orbital gap (alpha / beta) ... 4.624 / 5.952 eV
Net charge ... -1

Element x y z (Å)
Cr: 1.356 -0.309 0.392
O: 1.366 -3.662 1.522
C: -0.009 -3.764 1.217
C: -0.851 -2.564 1.636
N: -0.928 -1.430 0.695
C: -1.442 -1.855 -0.617
C: -0.443 -1.939 -1.788
O: -0.447 -2.917 -2.486
O: 1.643 -1.940 -0.568
C: -1.758 -0.383 1.303
C: -1.070 0.515 2.348
O: -1.422 0.503 3.495
O: 1.215 -0.430 2.303
H: 1.790 -3.179 0.799
H: -0.381 -4.619 1.790
H: -0.156 -3.998 0.157
H: -0.467 -2.187 2.585
H: -1.878 -2.927 1.814
H: -2.218 -1.167 -0.956
H: -1.894 -2.848 -0.559
H: -2.616 -0.820 1.833
H: -2.138 0.269 0.518
C: 2.160 2.557 3.482
C: 2.369 1.523 2.675
N: 1.310 0.933 1.931
C: -0.017 1.611 1.864
C: -0.142 2.827 2.752
C: 0.863 3.204 3.552
C: -1.357 3.592 2.547
C: -1.870 3.620 1.300
C: -1.344 2.867 0.194
C: -0.380 1.910 0.405
N: 0.159 1.005 -0.428
C: -0.297 0.588 -1.681
C: -1.423 0.949 -2.367
C: -1.688 0.399 -3.658
C: -0.694 -0.268 -4.338
C: 0.517 -0.593 -3.696
C: 1.734 -0.806 -4.322
C: 2.918 -0.885 -3.569
C: 2.925 -0.838 -2.209
N: 1.714 -0.840 -1.475
C: 0.413 -0.655 -2.191
H: 2.991 2.956 4.047
H: 3.316 1.019 2.547
H: 0.745 4.079 4.179
H: -1.721 4.247 3.328
H: -2.704 4.284 1.099
H: -1.714 3.076 -0.793
H: -2.109 1.681 -1.973
H: -2.603 0.678 -4.166
H: -0.789 -0.456 -5.403
H: 1.785 -0.792 -5.404
H: 3.874 -0.927 -4.075
H: 3.808 -0.892 -1.591